Entry 1:
Molecular formula: C2H4NiO4S
Method: DFT, ωB97M-V/def2-TZVPD

Computed properties:
Gap between HOMO and LUMO (spin up / spin down) = 7.47 / 7.20 eV
Max |F| = 2.94 eV/Å
⟨S²⟩ = 2.01
LUMO energy (spin up / spin down) = -1.1 / -1.3 eV

```
! wB97M-V def2-TZVPD RIJCOSX def2/J DEFGRID3
* xyz 0 3
S 2.58736 1.00243 0.38107
O 2.86767 -0.30409 -0.31860
O 1.92051 1.96402 -0.70435
O 1.26097 0.76455 1.26116
C -0.90971 -1.18374 0.28521
C -1.67360 -0.16730 -0.47029
O -1.27814 0.98719 -0.67556
Ni 0.20954 1.82584 0.09008
H -1.29098 -2.18058 0.00954
H 0.11794 -1.18974 -0.11133
H -1.29134 -0.98797 1.33094
H -2.52020 -0.53061 -1.07787
*
```



Entry 2:
Molecular formula: H8O4
Method: DFT, ωB97M-V/def2-TZVPD

Computed properties:
SMILES = O.O.O.O
Gap between HOMO and LUMO = 11.43 eV
Max |F| = 3.38 eV/Å
LUMO energy = 0.4 eV

```
! wB97M-V def2-TZVPD RIJCOSX def2/J DEFGRID3
* xyz 0 1
O -1.60971 1.49703 -1.46257
H -2.46225 1.27717 -1.02553
H -1.06068 1.27712 -0.75042
O 0.37038 -1.32478 2.50263
H 1.07969 -1.93968 2.24795
H 0.46691 -0.58603 1.93427
O 0.62922 -0.64322 -1.50140
H -0.05129 -0.62346 -2.15401
H 0.55162 -1.62519 -1.22818
O 0.31349 0.83759 0.72759
H 1.09689 1.45219 0.74597
H 0.67573 0.40126 -0.03630
*
```



Entry 3:
Molecular formula: C3H8N2O2
Method: DFT, ωB97M-V/def2-TZVPD

Computed properties:
Gap between HOMO and LUMO (spin up / spin down) = 8.73 / 8.36 eV
Max |F| = 4.23 eV/Å
LUMO energy (spin up / spin down) = 0.4 / 0.5 eV

```
! wB97M-V def2-TZVPD RIJCOSX def2/J DEFGRID3
* xyz 0 1
C -2.43364 0.02027 -0.25635
C 0.72405 -2.12790 -0.52562
C 0.58568 1.00348 1.38727
N 0.39722 1.11822 -0.97940
N 0.07631 0.52360 0.22319
O -2.56072 0.44511 -1.31391
O -2.37999 -0.49429 0.76306
H 1.54215 -1.52157 -0.93166
H 0.59764 -2.29998 0.56268
H -0.06751 -2.48362 -1.21515
H 0.44016 2.22170 1.54376
H -0.02983 0.58353 2.23924
H 1.72854 0.87313 1.33268
H 0.11883 0.53979 -1.75967
H 1.26112 1.59854 -1.07012
*
```